{
  "formula": "C18H13F3O3S",
  "method": "ωB97M-V/def2-TZVPD",
  "de_lowest_kj_mol": 0.0,
  "max_force_ev_per_a": 4.05,
  "lumo_energy_ev": -0.24,
  "homo_ha": -0.3289,
  "e_tot_ev": -44006.146,
  "charge": 0,
  "symbols": ["C", "S", "C", "C", "C", "C", "C", "O", "O", "C", "C", "C", "O", "C", "C", "C", "C", "C", "C", "C", "F", "F", "F", "C", "C", "H", "H", "H", "H", "H", "H", "H", "H", "H", "H", "H", "H", "H"],
  "coordinates": [[7.241, -1.605, -1.198], [6.186, -1.827, -2.711], [4.673, -1.279, -2.023], [4.596, 0.008, -1.507], [3.427, 0.461, -0.917], [2.265, -0.338, -0.821], [0.988, 0.083, -0.119], [0.940, 1.265, 0.227], [-0.039, -0.816, -0.035], [-1.223, -0.426, 0.502], [-1.214, -0.046, 1.808], [-2.386, 0.429, 2.557], [-3.193, -0.419, 2.875], [-2.676, 1.850, 2.755], [-3.816, 2.283, 3.453], [-4.077, 3.640, 3.644], [-3.193, 4.606, 3.165], [-2.046, 4.219, 2.537], [-1.769, 2.850, 2.311], [-2.521, -0.487, -0.358], [-3.473, -1.335, 0.085], [-3.087, 0.746, -0.377], [-2.269, -0.942, -1.591], [2.326, -1.626, -1.374], [3.539, -2.097, -1.956], [8.234, -1.914, -1.435], [6.894, -2.213, -0.340], [7.300, -0.544, -0.875], [5.390, 0.728, -1.660], [3.432, 1.481, -0.552], [-0.275, 0.014, 2.302], [-4.553, 1.629, 3.844], [-4.970, 3.954, 4.186], [-3.373, 5.641, 3.320], [-1.348, 4.987, 2.209], [-0.855, 2.585, 1.786], [1.468, -2.295, -1.284], [3.564, -3.145, -2.325]],
  "atomic_forces_ev_per_a": [[-0.842, 0.553, 0.418], [0.919, -0.258, 0.668], [-0.893, -0.309, 0.282], [-0.961, 0.444, -0.099], [-0.594, 0.318, 0.288], [-0.213, -1.920, -0.107], [1.434, 3.743, -0.586], [-0.849, -2.455, 0.032], [1.173, -0.401, -1.218], [-1.151, 0.710, 2.953], [-0.058, 0.166, -2.485], [-1.661, -0.858, -0.543], [-0.206, -0.143, 0.568], [1.007, 2.137, 0.275], [0.060, 0.977, -0.220], [0.128, -0.194, -0.091], [-0.508, -0.723, 0.495], [1.069, -1.043, -0.749], [-0.685, 0.248, 0.357], [0.053, -0.446, 0.282], [0.573, 0.465, 0.593], [0.376, -0.679, -0.392], [0.438, 0.860, -0.161], [1.188, -0.084, -0.087], [-0.864, -0.380, 0.167], [0.665, -0.303, -0.389], [-0.060, 0.246, -0.617], [-0.210, -0.633, -0.348], [0.176, -0.214, 0.178], [-0.291, -0.065, 0.116], [0.775, -0.090, 0.282], [-0.214, -0.939, 0.135], [0.202, -0.195, -0.181], [-0.264, 0.724, 0.139], [-0.032, -0.307, -0.053], [-0.112, -0.114, 0.030], [0.301, 0.214, -0.162], [0.134, 0.947, 0.229]]
}

---

{
  "formula": "C18H13LuN2O5STe",
  "method": "ωB97M-V/def2-TZVPD",
  "de_lowest_kj_mol": 249.4,
  "max_force_ev_per_a": 3.24,
  "s_squared": 0.767,
  "lumo_energy_ev": [2.53, 2.52],
  "homo_ha": [-0.1284, -0.1504],
  "e_tot_ev": -83846.566,
  "multiplicity": 2,
  "charge": -1,
  "symbols": ["Lu", "O", "C", "O", "C", "C", "C", "C", "C", "N", "C", "O", "O", "H", "H", "H", "H", "O", "N", "C", "C", "C", "C", "C", "S", "H", "H", "H", "H", "Te", "C", "C", "C", "C", "C", "C", "H", "H", "H", "H", "H"],
  "coordinates": [[15.415, 4.651, 7.612], [17.880, 5.517, 4.096], [17.342, 5.249, 5.361], [16.068, 5.173, 5.526], [18.263, 5.064, 6.395], [19.703, 5.189, 6.361], [20.405, 5.086, 7.508], [19.735, 5.027, 8.731], [18.382, 4.899, 8.707], [17.672, 4.827, 7.593], [17.492, 4.882, 9.936], [17.990, 5.154, 11.019], [16.220, 4.675, 9.674], [17.162, 5.496, 3.461], [20.124, 5.274, 5.382], [21.479, 5.240, 7.425], [20.380, 4.981, 9.613], [13.560, 5.552, 8.337], [12.841, 4.972, 9.251], [13.197, 5.144, 10.509], [12.296, 4.745, 11.533], [11.216, 4.004, 11.257], [10.957, 3.728, 9.939], [11.753, 4.161, 8.870], [14.299, 2.623, 7.674], [14.154, 5.565, 10.723], [12.660, 4.952, 12.496], [10.457, 3.702, 11.936], [10.012, 3.291, 9.704], [11.774, 3.504, 6.841], [9.739, 4.316, 6.802], [8.890, 3.624, 5.982], [7.560, 4.045, 5.968], [7.093, 5.104, 6.699], [7.952, 5.849, 7.505], [9.314, 5.493, 7.439], [9.271, 2.727, 5.408], [6.881, 3.444, 5.345], [6.016, 5.394, 6.673], [7.698, 6.628, 8.163], [10.097, 6.107, 7.920]],
  "atomic_forces_ev_per_a": [[-0.157, 0.878, 0.456], [-0.351, -0.243, 1.242], [-0.005, 0.059, -1.383], [0.972, 0.226, -0.375], [1.127, 0.181, 0.222], [-1.741, -0.520, -1.113], [0.557, 0.865, -0.791], [1.556, -0.401, 0.825], [-0.798, -0.428, 0.732], [0.239, 0.387, -0.347], [-0.840, 0.252, 0.296], [-0.290, -0.296, -0.078], [1.228, 0.402, 0.305], [-0.366, -0.006, -0.016], [0.528, 0.196, -0.269], [-0.042, -0.330, 0.359], [-0.911, 0.191, 0.056], [0.487, 0.750, -0.554], [-1.180, -1.103, -0.493], [-2.071, -0.618, 1.622], [3.080, 0.645, -0.776], [-1.172, 0.107, -0.891], [-0.046, 0.372, -1.945], [1.462, 0.574, 1.355], [-0.718, -2.042, -0.168], [0.393, 0.440, -0.180], [0.054, 0.205, 1.299], [-0.135, -0.178, 0.927], [-0.248, -0.697, -0.366], [-0.176, 0.285, 0.265], [1.142, 0.690, -0.131], [-0.587, -0.556, -0.058], [-0.282, -1.580, -1.577], [-1.548, 1.123, 0.881], [2.113, -1.459, -1.205], [-0.030, -0.121, 0.520], [-0.755, 1.042, 0.706], [0.004, 0.511, 0.269], [0.912, -0.488, -0.037], [-0.752, 1.031, 0.374], [-0.654, -0.347, 0.043]]
}

---

{
  "formula": "C18H13N3O12S2V",
  "method": "ωB97M-V/def2-TZVPD",
  "de_lowest_kj_mol": 0.0,
  "max_force_ev_per_a": 2.32,
  "lumo_energy_ev": -5.69,
  "homo_ha": -0.4666,
  "e_tot_ev": -95271.072,
  "charge": 1,
  "symbols": ["V", "O", "C", "O", "C", "C", "C", "C", "C", "N", "C", "O", "O", "H", "H", "H", "H", "O", "S", "O", "O", "C", "C", "C", "C", "C", "C", "S", "O", "O", "O", "H", "H", "H", "H", "C", "N", "C", "C", "C", "O", "N", "C", "O", "H", "H", "H", "H", "H"],
  "coordinates": [[0.095, 1.273, 0.320], [0.229, -2.762, -0.408], [1.152, -1.856, -0.744], [1.465, -1.555, -1.858], [1.878, -1.339, 0.476], [2.880, -2.114, 1.037], [3.594, -1.636, 2.122], [3.298, -0.368, 2.608], [2.296, 0.334, 1.989], [1.580, -0.144, 0.960], [1.929, 1.717, 2.404], [2.371, 2.347, 3.297], [0.949, 2.163, 1.536], [-0.277, -2.985, -1.220], [3.088, -3.087, 0.612], [4.373, -2.235, 2.573], [3.818, 0.083, 3.441], [-2.762, 0.744, -1.639], [-1.641, -0.068, -1.949], [-1.793, -1.466, -2.153], [-0.604, 0.100, -0.734], [-0.728, 0.617, -3.304], [-1.158, 0.106, -4.517], [-0.610, 0.566, -5.708], [0.376, 1.527, -5.692], [0.829, 2.042, -4.485], [0.290, 1.599, -3.285], [0.957, 2.420, -1.874], [1.730, 3.519, -2.300], [-0.222, 2.721, -0.955], [1.660, 1.434, -0.988], [-1.920, -0.661, -4.529], [-0.964, 0.162, -6.646], [0.802, 1.890, -6.618], [1.596, 2.801, -4.469], [-2.158, -2.161, 4.291], [-2.117, -1.031, 3.353], [-3.181, -0.209, 3.188], [-3.165, 0.874, 2.369], [-1.943, 1.072, 1.718], [-1.625, 2.027, 0.888], [-0.901, 0.265, 1.857], [-0.906, -0.852, 2.668], [0.017, -1.613, 2.826], [-3.121, -2.154, 4.794], [-1.358, -2.059, 5.019], [-2.023, -3.094, 3.751], [-4.062, -0.475, 3.757], [-4.013, 1.521, 2.223]],
  "atomic_forces_ev_per_a": [[-0.075, 0.901, 1.176], [-0.154, 0.270, -0.364], [0.061, -0.604, 0.128], [-0.068, 0.191, -0.132], [-0.228, -0.115, -0.149], [0.198, -0.116, 0.135], [-0.111, 0.028, -0.103], [0.053, -0.140, 0.010], [-0.059, -0.031, -0.018], [0.142, 0.411, 0.049], [-0.387, -0.040, -0.421], [0.022, 0.076, 0.051], [0.904, 0.518, 1.048], [0.205, 0.055, 0.311], [-0.010, 0.011, 0.019], [-0.005, 0.004, -0.005], [0.020, -0.002, -0.015], [-0.044, 0.054, -0.064], [0.395, 0.379, 0.576], [0.012, -0.260, -0.115], [-0.918, -1.545, -1.470], [0.257, 0.059, -0.093], [0.099, 0.067, 0.050], [-0.079, -0.073, -0.083], [0.072, 0.044, -0.072], [-0.033, -0.070, 0.053], [-0.295, -0.108, -0.154], [-0.245, -0.015, 0.188], [0.007, 0.152, 0.005], [0.161, -0.072, -0.195], [-0.167, -0.001, -0.039], [-0.004, -0.002, -0.003], [-0.002, -0.004, 0.013], [0.009, -0.006, 0.015], [0.002, 0.006, -0.005], [-0.061, 0.066, -0.096], [-0.074, 0.032, 0.075], [0.047, -0.185, 0.114], [-0.040, 0.045, -0.027], [0.111, 0.566, -0.254], [0.138, -0.476, -0.130], [0.116, -0.131, 0.031], [-0.083, 0.031, -0.034], [0.066, 0.037, -0.031], [0.007, -0.017, 0.000], [0.013, 0.011, 0.014], [0.003, -0.013, -0.011], [0.012, 0.005, 0.010], [0.009, 0.007, 0.013]]
}